Record 1
Below is an isolated ion of composition C3H8NS and charge +1 at a distorted geometry, with properties calculated with the ωB97M-V functional and the def2-TZVPD basis.

XYZ file:
```
13
Properties=species:S:1:pos:R:3
S -1.164 -0.492 -1.537
N -0.520 -0.061 0.822
C 0.359 -0.139 -0.378
C 1.235 1.031 -0.719
C -1.625 -1.441 -0.216
H -0.945 0.908 0.900
H 0.495 1.862 -1.117
H 0.953 -1.026 -0.164
H -2.593 -1.605 0.020
H 1.981 0.774 -1.495
H -0.109 -0.168 1.794
H -0.935 -2.398 0.045
H 1.682 1.307 0.205
```

Values from the calculation:
energy above the lowest of the compared OMol25 structures with the same formula, charge and spin: 53.0 kcal/mol
electronic energy: -571.6858 Ha
charge: +1
frontier orbital gap: 0.3251 Eh
highest occupied orbital energy: -14.51 eV
lowest unoccupied orbital energy: -5.6668 eV

***

Record 2
Below is a 2-piece molecular cluster, C3H8O overall, with properties calculated with the ωB97M-V functional and the def2-TZVPD basis.

XYZ file:
```
12
Properties=species:S:1:pos:R:3
O 2.101 0.048 0.583
C -0.006 0.488 -0.510
C 1.009 0.563 0.606
C -1.445 0.410 -0.002
H -1.633 1.164 0.771
H -1.664 -0.573 0.429
H 0.693 1.169 1.486
H -2.156 0.586 -0.814
H 0.253 -0.352 -1.162
H 1.571 -2.158 -0.071
H 0.128 1.406 -1.100
H 1.148 -2.753 -0.217
```

Values from the calculation:
energy above the lowest of the compared OMol25 structures with the same formula, charge and spin: 27.7 kcal/mol
electronic energy: -194.2918 Ha
charge: 0
frontier orbital gap: 0.4008 Eh
SMILES: [H][H].CCC=O
highest occupied orbital energy: -9.91 eV
lowest unoccupied orbital energy: 0.9945 eV

***

Record 3
Below is a 2-piece molecular cluster, C3H8O overall at a distorted geometry, with properties calculated with the ωB97M-V functional and the def2-TZVPD basis.

XYZ file:
```
12
Properties=species:S:1:pos:R:3
O 1.538 0.184 -0.584
C -0.016 -1.353 -1.501
C 1.121 -0.674 -1.546
C -1.134 1.104 1.936
H 2.499 0.228 -0.640
H 1.714 -0.844 -2.435
H -0.337 -2.210 -2.066
H -1.503 2.124 2.052
H -0.535 0.899 2.819
H -0.810 -0.881 -0.921
H -1.953 0.395 1.888
H -0.583 1.029 0.999
```

Values from the calculation:
energy above the lowest of the compared OMol25 structures with the same formula, charge and spin: 33.1 kcal/mol
electronic energy: -194.2832 Ha
charge: 0
frontier orbital gap: 0.3599 Eh
SMILES: C=CO.C
highest occupied orbital energy: -8.97 eV
lowest unoccupied orbital energy: 0.8216 eV

***

Which value of charge does entry 2 give?
0

***

Which value of highest occupied orbital energy does entry 2 give?
-9.91 eV